1.
DFT (ωB97M-V/def2-TZVPD) results for C18H23NO3S in the gas phase in a non-equilibrium geometry.

The calculation puts the LUMO energy at 0.0121 hartree. The value obtained for the energy is -1378.35190 Ha. As for the net charge: 0. The value obtained for the HOMO-LUMO gap is 8.53 eV. For the energy relative to the best compared isomer or geometry (same formula, charge and spin), the calculation gives 1.860 eV. Its SMILES is CCOc1ccc(S(=O)(=O)N2CCCCCC2)c2ccccc12.

Last column: natural (NBO) charge in e.
Cartesian coordinates (Å):
C (-4.191, -2.833, -0.312)  -0.638
C (-4.738, -1.646, 0.474)  -0.064
O (-4.113, -0.425, 0.123)  -0.505
C (-2.884, -0.124, 0.604)  0.442
C (-2.158, -0.896, 1.484)  -0.349
C (-0.893, -0.474, 1.906)  -0.159
C (-0.352, 0.705, 1.479)  -0.381
S (1.349, 0.992, 1.989)  2.338
O (1.659, 2.390, 2.063)  -0.943
O (1.589, 0.189, 3.153)  -0.945
N (2.271, 0.348, 0.755)  -0.672
C (2.289, 1.115, -0.465)  -0.228
C (3.488, 0.801, -1.361)  -0.411
C (3.375, -0.561, -2.046)  -0.405
C (3.903, -1.736, -1.216)  -0.396
C (3.615, -1.649, 0.286)  -0.411
C (2.235, -1.092, 0.643)  -0.241
C (-1.071, 1.551, 0.604)  0.045
C (-0.596, 2.809, 0.178)  -0.217
C (-1.329, 3.582, -0.680)  -0.198
C (-2.573, 3.141, -1.152)  -0.213
C (-3.074, 1.939, -0.737)  -0.171
C (-2.348, 1.121, 0.150)  -0.159
H (-3.136, -2.989, -0.100)  0.213
H (-4.740, -3.732, -0.045)  0.218
H (-4.304, -2.653, -1.378)  0.217
H (-5.791, -1.490, 0.222)  0.196
H (-4.665, -1.820, 1.554)  0.175
H (-2.538, -1.830, 1.864)  0.220
H (-0.329, -1.079, 2.597)  0.245
H (1.360, 0.960, -1.041)  0.175
H (2.335, 2.158, -0.152)  0.234
H (3.526, 1.580, -2.126)  0.217
H (4.405, 0.859, -0.777)  0.209
H (2.327, -0.732, -2.302)  0.194
H (3.931, -0.538, -2.987)  0.213
H (3.467, -2.655, -1.614)  0.201
H (4.985, -1.810, -1.345)  0.204
H (3.715, -2.649, 0.711)  0.214
H (4.351, -1.012, 0.775)  0.214
H (1.475, -1.420, -0.081)  0.179
H (1.956, -1.450, 1.634)  0.239
H (0.344, 3.159, 0.570)  0.247
H (-0.953, 4.545, -0.992)  0.215
H (-3.137, 3.761, -1.833)  0.215
H (-4.038, 1.593, -1.075)  0.228

Cartesian forces (eV/Å) of the 6 atoms listed first:
0.0 0.4 0.1
-0.2 -0.5 0.0
0.3 0.3 0.0
0.2 -0.1 0.2
-0.5 0.0 -0.2
0.2 0.2 0.1


2.
DFT (ωB97M-V/def2-TZVPD) results for a molecular structure, C30H53NP2Ru in a non-equilibrium geometry.

The calculation puts the LUMO energy (spin up / spin down) at -0.0557 / -0.1431 hartree. The value obtained for the energy is -2006.87491 Ha. As for the net charge: +1. The value obtained for the HOMO-LUMO gap (spin up / spin down) is 6.75 / 6.43 eV. Its spin multiplicity is 6.

Last column: Mulliken spin population.
Cartesian coordinates (Å):
Ru (-0.255, 0.254, -0.274)  2.874
C (-2.160, 1.717, -0.173)  0.155
C (-2.864, 0.885, -1.103)  0.108
C (-2.237, -0.459, 0.675)  -0.105
C (-1.801, 0.901, 0.975)  0.275
C (-2.928, -0.428, -0.580)  0.235
C (-2.083, 3.196, -0.198)  0.013
H (-1.705, 3.589, -1.153)  0.000
H (-1.453, 3.553, 0.625)  0.005
H (-3.090, 3.612, -0.047)  -0.001
C (-1.569, 1.363, 2.364)  0.027
H (-1.360, 2.434, 2.396)  0.008
H (-0.717, 0.807, 2.773)  -0.016
H (-2.444, 1.175, 3.005)  0.002
C (-2.298, -1.522, 1.707)  0.020
H (-3.232, -1.452, 2.288)  -0.003
H (-1.466, -1.398, 2.408)  -0.011
H (-2.258, -2.517, 1.252)  0.013
C (-3.666, -1.570, -1.164)  0.009
H (-4.718, -1.304, -1.339)  0.008
H (-3.640, -2.432, -0.485)  0.001
H (-3.238, -1.883, -2.128)  0.015
C (-3.518, 1.380, -2.336)  0.009
H (-4.509, 1.814, -2.126)  0.014
H (-3.667, 0.576, -3.067)  0.000
H (-2.917, 2.173, -2.807)  0.004
C (1.126, 0.626, -2.627)  -0.012
C (0.103, 1.464, -2.886)  0.095
C (-0.463, 1.637, -4.268)  0.009
C (-1.374, 0.496, -4.771)  0.008
C (-1.319, -0.786, -3.984)  0.007
C (-0.224, -1.561, -3.971)  0.021
C (1.108, -1.141, -4.526)  -0.005
C (1.883, -0.070, -3.723)  0.033
H (0.364, 1.744, -4.987)  -0.001
H (-1.090, 0.270, -5.816)  0.001
H (-1.043, 2.574, -4.302)  0.002
H (2.227, 0.689, -4.439)  0.002
H (1.489, 0.412, -1.593)  0.036
H (-0.386, 2.061, -2.095)  -0.077
H (2.785, -0.529, -3.306)  0.002
H (1.739, -2.039, -4.606)  0.001
H (-0.297, -2.638, -3.764)  0.004
H (0.959, -0.763, -5.548)  0.000
H (-2.414, 0.854, -4.798)  0.001
H (-2.292, -1.147, -3.633)  -0.014
P (1.374, 1.877, 0.461)  0.080
C (1.356, 2.381, 2.214)  0.003
H (2.242, 2.974, 2.479)  -0.003
H (1.345, 1.466, 2.825)  0.014
H (0.469, 2.984, 2.428)  -0.003
C (3.125, 1.328, 0.387)  0.043
H (3.784, 2.209, 0.410)  -0.001
H (3.325, 0.753, -0.524)  0.000
H (3.345, 0.713, 1.269)  -0.009
C (1.391, 3.450, -0.481)  0.015
H (1.459, 3.240, -1.555)  0.003
H (2.261, 4.047, -0.177)  -0.001
H (0.476, 4.024, -0.296)  -0.002
P (0.637, -1.866, -0.098)  -0.022
C (-0.468, -2.972, -1.054)  0.077
H (0.138, -3.783, -1.483)  0.003
H (-0.933, -2.402, -1.871)  -0.025
H (-1.243, -3.406, -0.406)  0.002
C (2.242, -2.060, -0.939)  0.040
H (2.159, -1.770, -1.989)  -0.006
H (2.530, -3.115, -0.890)  -0.001
H (3.012, -1.457, -0.447)  0.001
C (0.833, -2.788, 1.456)  0.019
H (0.308, -3.757, 1.398)  0.000
H (0.464, -2.194, 2.306)  -0.006
H (1.905, -2.983, 1.611)  -0.004
C (3.494, -1.260, 2.957)  0.048
C (2.565, -0.992, 4.065)  0.364
C (2.932, -0.977, 5.447)  0.051
C (1.743, -0.778, 6.164)  0.138
C (0.699, -0.689, 5.186)  0.350
C (-0.734, -0.566, 5.502)  0.007
N (1.219, -0.779, 3.931)  -0.059
H (3.006, -1.084, 1.991)  -0.013
H (3.852, -2.301, 2.997)  0.036
H (4.390, -0.630, 3.046)  0.024
H (3.946, -1.115, 5.803)  0.001
H (1.575, -0.717, 7.234)  0.000
H (-1.085, -1.478, 6.010)  0.034
H (-1.322, -0.414, 4.589)  0.004
H (-0.906, 0.271, 6.196)  0.025

Cartesian forces (eV/Å) of the 6 atoms listed first:
0.2 0.0 -0.7
-1.1 -1.0 0.1
1.0 1.2 0.9
-0.9 1.1 -0.5
-1.8 -0.1 -0.5
0.3 -0.4 1.2


3.
DFT (ωB97M-V/def2-TZVPD) results for 5 unconnected molecules or ions with the total composition C46H59F32N3O7PS2 in a non-equilibrium geometry.

The calculation puts the LUMO energy at 0.0331 hartree. The value obtained for the energy is -6812.56581 Ha. As for the net charge: -1. The value obtained for the HOMO-LUMO gap is 5.53 eV. For the energy relative to the best compared isomer or geometry (same formula, charge and spin), the calculation gives 0.000 eV.

Last column: Löwdin charge in e.
Cartesian coordinates (Å):
C (3.269, 1.760, -1.322)  -0.082
C (4.540, 0.989, -1.793)  -0.188
C (5.240, 0.243, -0.635)  -0.288
O (5.092, 1.063, 0.522)  -0.287
P (6.601, 1.297, 1.295)  0.559
C (6.179, 0.166, 2.766)  -0.251
C (4.743, 0.306, 3.334)  -0.250
C (3.704, -0.662, 2.716)  -0.174
C (2.426, -0.635, 3.615)  -0.235
O (1.211, -0.494, 2.860)  -0.224
C (0.636, -1.809, 2.774)  -0.117
C (6.154, 2.930, 2.184)  -0.273
C (6.857, 3.340, 3.330)  -0.090
C (6.420, 4.533, 3.908)  -0.115
C (5.361, 5.284, 3.425)  -0.197
N (4.700, 4.916, 2.321)  0.038
C (5.116, 3.774, 1.771)  -0.166
O (7.393, 0.029, 0.374)  -0.328
C (6.742, -0.278, -0.879)  -0.420
C (7.610, 0.468, -1.928)  -0.113
C (7.746, -0.196, -3.332)  -0.220
C (6.438, -0.690, -3.992)  -0.450
S (5.684, 0.546, -5.113)  0.956
C (4.307, -0.314, -5.788)  -1.108
S (3.310, 0.350, -6.880)  0.675
N (4.113, -1.667, -5.348)  -0.172
C (4.535, -2.820, -6.009)  -0.076
C (4.142, -3.836, -5.189)  -0.159
N (3.478, -3.378, -4.061)  0.075
C (3.503, -2.075, -4.203)  -0.199
C (6.733, -1.824, -0.864)  -0.131
C (8.127, -2.482, -0.848)  -0.157
C (8.033, -3.994, -1.212)  -0.399
C (7.034, -4.740, -0.288)  -0.097
C (7.586, -4.223, -2.703)  -0.069
H (3.518, 2.794, -1.064)  0.062
H (2.590, 1.790, -2.195)  0.065
H (2.742, 1.232, -0.517)  0.074
H (5.200, 1.689, -2.325)  0.095
H (4.166, 0.238, -2.511)  0.061
H (4.684, -0.689, -0.396)  0.138
H (7.915, 1.450, 1.920)  0.014
H (7.065, 2.171, 0.211)  0.041
H (6.890, 0.418, 3.570)  0.060
H (6.344, -0.886, 2.482)  0.071
H (4.798, 0.056, 4.416)  0.104
H (4.328, 1.324, 3.282)  0.105
H (3.378, -0.233, 1.754)  0.102
H (4.093, -1.681, 2.582)  0.108
H (2.497, 0.253, 4.264)  0.112
H (2.427, -1.507, 4.290)  0.116
H (1.367, -2.442, 2.241)  0.094
H (-0.310, -1.739, 2.217)  0.082
H (0.419, -2.217, 3.776)  0.088
H (7.675, 2.751, 3.743)  0.092
H (6.927, 4.888, 4.816)  0.088
H (5.058, 6.194, 3.953)  0.090
H (4.571, 3.449, 0.874)  0.088
H (8.630, 0.548, -1.524)  0.125
H (7.240, 1.496, -2.046)  0.099
H (8.439, -1.047, -3.296)  0.088
H (8.203, 0.544, -4.017)  0.099
H (5.668, -1.019, -3.288)  0.045
H (6.689, -1.565, -4.614)  0.075
H (5.064, -2.817, -6.955)  0.120
H (4.311, -4.896, -5.373)  0.097
H (3.088, -1.371, -3.483)  0.131
H (6.241, -2.107, 0.079)  0.116
H (6.107, -2.276, -1.660)  0.109
H (8.575, -2.455, 0.159)  0.119
H (8.854, -2.018, -1.530)  0.102
H (9.013, -4.489, -1.106)  0.120
H (7.000, -5.808, -0.563)  0.074
H (7.395, -4.682, 0.752)  0.079
H (6.015, -4.339, -0.367)  0.073
H (6.578, -4.671, -2.676)  0.067
H (8.262, -4.883, -3.261)  0.069
H (7.446, -3.251, -3.203)  0.046
C (3.895, 1.417, -10.716)  -0.042
C (3.378, 2.858, -10.530)  -0.442
C (1.985, 3.191, -11.072)  -0.300
F (1.850, 2.950, -12.390)  0.094
F (1.738, 4.512, -10.890)  0.093
F (4.305, 3.720, -11.008)  0.127
F (3.320, 3.064, -9.187)  0.092
O (4.738, 1.113, -11.831)  0.044
C (4.205, 0.853, -13.081)  -0.529
C (4.518, 1.948, -14.112)  -0.284
F (4.195, 3.175, -13.666)  0.101
F (3.809, 1.725, -15.245)  0.095
F (2.887, 0.590, -12.987)  0.142
F (4.790, -0.285, -13.519)  0.140
H (4.545, 1.245, -9.858)  0.136
H (3.091, 0.687, -10.617)  0.144
H (1.219, 2.627, -10.533)  0.174
H (5.583, 1.945, -14.353)  0.174
C (-2.951, 2.459, 3.260)  -0.030
C (-1.608, 2.347, 4.006)  -0.435
C (-1.122, 0.947, 4.393)  -0.300
F (-2.003, 0.268, 5.165)  0.085
F (0.017, 1.048, 5.113)  0.106
F (-1.642, 3.166, 5.085)  0.123
F (-0.667, 2.858, 3.171)  0.122
O (-4.147, 2.726, 4.003)  0.042
C (-4.831, 1.711, 4.643)  -0.526
C (-4.752, 1.810, 6.177)  -0.279
F (-3.488, 1.933, 6.606)  0.110
F (-5.267, 0.692, 6.755)  0.082
F (-4.437, 0.511, 4.176)  0.144
F (-6.133, 1.843, 4.276)  0.127
H (-2.847, 3.343, 2.633)  0.149
H (-3.093, 1.631, 2.565)  0.146
H (-0.905, 0.352, 3.504)  0.150
H (-5.314, 2.677, 6.533)  0.174
C (-8.554, -0.584, 5.777)  -0.033
C (-9.810, 0.061, 6.392)  -0.426
C (-10.095, -0.203, 7.874)  -0.299
F (-10.197, -1.508, 8.177)  0.101
F (-11.279, 0.370, 8.208)  0.091
F (-10.885, -0.264, 5.631)  0.107
F (-9.651, 1.408, 6.265)  0.109
O (-8.693, -1.830, 5.091)  0.046
C (-8.732, -3.029, 5.786)  -0.528
C (-10.107, -3.712, 5.735)  -0.280
F (-11.105, -2.879, 6.093)  0.095
F (-10.127, -4.763, 6.587)  0.100
F (-8.282, -2.857, 7.045)  0.145
F (-7.855, -3.855, 5.178)  0.148
H (-8.237, 0.101, 4.990)  0.143
H (-7.722, -0.605, 6.483)  0.139
H (-9.315, 0.242, 8.497)  0.175
H (-10.312, -4.070, 4.724)  0.175
C (-13.253, -0.344, 3.696)  -0.039
C (-13.035, 0.437, 2.386)  -0.434
C (-13.966, 1.617, 2.091)  -0.302
F (-15.269, 1.281, 2.073)  0.096
F (-13.675, 2.121, 0.866)  0.093
F (-13.024, -0.436, 1.353)  0.128
F (-11.776, 0.956, 2.457)  0.106
O (-14.045, -1.536, 3.665)  0.046
C (-15.428, -1.476, 3.707)  -0.528
C (-16.093, -1.906, 2.391)  -0.283
F (-15.588, -1.255, 1.327)  0.100
F (-17.420, -1.638, 2.443)  0.096
F (-15.834, -0.260, 4.122)  0.142
F (-15.821, -2.354, 4.657)  0.142
H (-12.267, -0.708, 3.973)  0.124
H (-13.553, 0.312, 4.513)  0.148
H (-13.820, 2.413, 2.827)  0.173
H (-15.953, -2.977, 2.230)  0.174

Cartesian forces (eV/Å) of the 6 atoms listed first:
0.2 -0.3 -1.0
-0.8 -0.4 0.3
-0.5 0.2 -0.2
1.1 -0.7 -0.6
2.8 1.3 0.6
-1.1 0.3 0.1